No. 1
A gas-phase ion, C4H9IN (charge +1) at a distorted geometry. Source: OMol25; level of theory: the ωB97M-V functional and the def2-TZVPD basis.

The geometry in XYZ format:
```
15
Properties=species:S:1:pos:R:3:forces:R:3
C 0.2508 -0.8350 0.4462 1.27 1.70 0.99
C 0.4185 0.7326 0.4506 -0.24 -2.27 0.91
C 1.3204 -0.1635 -0.3650 -0.98 0.96 -2.68
C -0.9460 -1.5425 -0.1850 1.09 1.01 3.34
N -0.6962 1.5693 -0.0537 3.92 3.24 -1.74
I 3.4073 -0.0180 -0.0695 -0.38 -0.24 0.16
H 0.5806 -1.1916 1.4509 -0.40 -0.11 -1.06
H 0.9054 1.1717 1.3188 -0.50 0.05 -0.10
H 1.1054 -0.1175 -1.4964 0.35 -0.33 1.83
H -1.0609 -1.4759 -1.2016 -0.22 0.63 -2.49
H -1.8006 -1.1672 0.3920 -0.25 -0.71 -0.40
H -0.6940 -2.5496 0.0335 -0.62 -1.22 0.21
H -0.2271 2.5468 -0.2490 -1.45 -1.86 0.62
H -1.5070 1.7016 0.4714 -1.42 0.14 2.10
H -1.0566 1.3389 -0.9431 -0.19 -1.01 -1.68
```
Positions in Å, forces in eV/Å.

- LUMO energy (eV) = -3.93
- HOMO (eV) = -13.1
- total charge = +1
- SMILES = C[C@@H]1[C@H]([NH3+])[C@H]1I

natural (NBO) population analysis, charges in e, atoms 1 to 2: C -0.209; C -0.148



No. 2
A single C4H9IN2 molecule at a distorted geometry. Source: OMol25; level of theory: the ωB97M-V functional and the def2-TZVPD basis.

The geometry in XYZ format:
```
16
Properties=species:S:1:pos:R:3:forces:R:3
C -1.2093 0.8836 -0.0845 2.82 -0.62 0.00
C -1.5730 2.3406 0.1370 4.13 -0.79 1.78
C 0.1235 -1.9319 0.2307 0.10 1.21 -1.11
C 2.1514 -0.6001 -0.4193 -1.77 -2.53 -0.56
N 0.0673 0.5354 -0.1087 -3.16 1.01 -0.38
N 0.6601 -0.6463 -0.3303 -0.28 -0.73 -1.20
I -3.0426 -0.2985 -0.1770 0.80 -0.06 -0.10
H -2.5160 2.5604 0.3617 -4.20 0.19 0.44
H -1.0637 2.7040 1.0515 0.06 -0.53 -0.04
H -1.2247 3.0826 -0.5162 0.58 0.42 -1.89
H -0.3594 -2.7019 -0.4791 0.76 1.51 1.06
H 0.9921 -2.2756 0.7322 0.66 -1.34 0.31
H -0.4830 -1.5777 1.0320 -1.24 -0.39 0.44
H 2.4813 -0.3970 0.5741 1.09 0.38 0.46
H 2.4490 -1.6372 -0.7697 -0.29 0.94 0.92
H 2.5470 -0.0403 -1.2345 -0.06 1.32 -0.13
```
Positions in Å, forces in eV/Å.

- LUMO energy (eV) = 0.60
- HOMO (eV) = -7.9
- SMILES = C/C(I)=N/N(C)C

natural (NBO) population analysis, charges in e, atoms 1 to 2: C 0.085; C -0.671



No. 3
2 unconnected molecules or ions with the total composition C4H9IN3 at a distorted geometry. Source: OMol25; level of theory: the ωB97M-V functional and the def2-TZVPD basis.

The geometry in XYZ format:
```
17
Properties=species:S:1:pos:R:3:forces:R:3
C 3.1569 -0.5960 -0.2521 1.19 0.42 0.53
C -0.8095 -0.3172 0.2004 -0.01 -0.68 -0.80
C -0.5880 2.1810 -0.2710 3.03 -1.49 3.90
C -0.2260 0.6916 -0.4302 -0.13 1.75 -0.50
N 2.2541 -1.2926 -0.2763 -0.69 -0.58 -0.35
N -0.4575 -1.6916 -0.2502 2.60 -1.95 0.26
N -1.7552 -0.4079 1.1988 -0.86 1.93 0.14
I 4.8251 0.4467 0.1019 -0.19 -0.01 -0.20
H -0.9978 2.5152 0.7036 -0.29 -0.63 -0.58
H 0.3886 2.6924 -0.2663 -0.47 0.17 -0.53
H -1.1671 2.4224 -1.0554 -2.01 1.34 -2.67
H 0.5058 0.6538 -1.2805 -0.89 -1.06 1.03
H -0.7647 -2.4651 0.3563 -0.56 0.49 -0.44
H 0.6010 -1.9065 -0.2730 -0.27 1.42 0.99
H -0.5054 -1.9569 -1.2290 -1.63 0.42 -0.45
H -2.4745 0.3051 1.4237 1.27 -0.51 -0.68
H -1.9857 -1.2743 1.5993 -0.07 -1.03 0.34
```
Positions in Å, forces in eV/Å.

- LUMO energy (eV) = -3.26
- HOMO (eV) = -12.4
- total charge = +1

natural (NBO) population analysis, charges in e, atoms 1 to 2: C 0.124; C 0.294



No. 4
A molecular structure, C4H9INO at a distorted geometry. Source: OMol25; level of theory: the ωB97M-V functional and the def2-TZVPD basis.

The geometry in XYZ format:
```
16
Properties=species:S:1:pos:R:3:forces:R:3
C 3.5405 -1.4622 0.6499 -3.18 0.29 -0.20
C -1.0097 1.4918 -0.6466 -1.39 -1.15 -1.13
C -0.5076 0.2236 1.6027 -0.80 -2.19 2.91
C -0.4026 0.2865 0.1533 -2.99 2.21 -0.97
N 0.0688 -0.6608 -0.5364 0.98 -0.79 0.68
O 4.6774 -1.8534 0.8888 3.37 0.71 -0.45
I 3.7257 0.3283 -0.4783 -0.06 0.56 -0.35
H -0.4755 2.3374 -0.2898 0.68 0.97 -0.06
H -2.1236 1.8055 -0.5533 1.74 -1.20 0.64
H -0.9231 1.3513 -1.7898 0.40 0.18 1.89
H -0.4182 1.1504 2.0849 0.44 1.62 0.29
H 0.0613 -0.5140 2.2724 0.06 0.80 -1.81
H -1.5341 -0.0748 2.0000 0.60 0.36 -1.40
H 4.7890 -2.6403 1.3919 -0.34 -1.53 0.96
H 0.5871 -1.3437 0.0210 0.09 -0.46 -0.94
H 0.0374 -0.6108 -1.5441 0.40 -0.39 -0.08
```
Positions in Å, forces in eV/Å.

- LUMO energy (eV) = -4.15
- HOMO (eV) = -12.1
- total charge = +1

natural (NBO) population analysis, charges in e, atoms 1 to 2: C 0.099; C -0.699



No. 5
A gas-phase ion, C4H9INO2 (charge +1) at a distorted geometry. Source: OMol25; level of theory: the ωB97M-V functional and the def2-TZVPD basis.

The geometry in XYZ format:
```
17
Properties=species:S:1:pos:R:3:forces:R:3
C 2.4951 -1.5511 0.2644 10.59 -1.10 -1.44
C 1.2257 -1.5289 0.6094 -9.79 1.29 2.28
C 0.2813 -0.8439 -0.2930 -1.76 -1.08 1.86
C -1.6411 0.6178 -0.4232 0.83 0.26 0.85
N -1.8468 2.1301 -0.0753 -1.88 -0.61 0.81
O -0.6420 -1.8670 -0.6363 0.36 0.25 -0.17
O -0.5637 0.2580 0.3523 -0.07 -0.21 -0.36
I -3.5044 -0.2840 0.1001 -0.11 -0.08 -0.04
H 3.0513 -2.0350 1.0363 1.22 0.13 0.15
H 3.0852 -1.1440 -0.5511 -0.74 -0.09 -0.06
H 0.9007 -2.0575 1.5566 -0.09 0.81 -1.46
H 0.7396 -0.3571 -1.1426 0.02 -0.19 -0.38
H -1.4441 0.4400 -1.4858 -0.31 0.55 0.04
H -2.6023 2.5837 -0.6933 0.97 -0.83 1.69
H -1.0291 2.6714 -0.1550 1.89 0.69 -0.87
H -1.9680 2.1834 1.0042 -0.78 -0.21 -2.19
H -0.5280 -2.5561 0.0580 -0.34 0.42 -0.70
```
Positions in Å, forces in eV/Å.

- LUMO energy (alpha / beta) (eV) = -3.68 / -6.14
- HOMO (alpha / beta) (eV) = -9.2 / -13.7
- total charge = +1
- spin multiplicity = 3

natural (NBO) population analysis, charges in e, atoms 1 to 2: C -0.327; C -0.140



No. 6
A molecular structure, C4H9IO at a distorted geometry. Source: OMol25; level of theory: the ωB97M-V functional and the def2-TZVPD basis.

The geometry in XYZ format:
```
15
Properties=species:S:1:pos:R:3:forces:R:3
C 1.2273 1.3585 0.2004 -0.07 0.00 0.13
C -1.4756 -1.4070 -0.0509 0.07 -0.07 0.04
C 0.6619 -0.0404 0.0057 -0.07 0.37 0.49
C -0.7164 -0.1637 -0.2690 0.59 -0.56 -1.06
O -0.2587 -0.4688 -3.0301 -1.13 0.22 0.75
I 1.5733 -0.7328 -3.0203 0.89 -0.16 -0.19
H 2.2981 1.3790 0.0118 0.05 -0.02 -0.04
H 1.0568 1.6938 1.2218 -0.01 0.09 0.04
H 0.7455 2.0554 -0.4797 0.01 0.10 -0.10
H -2.3037 -1.2184 0.6371 -0.05 0.03 0.06
H -1.9210 -1.7389 -0.9889 -0.01 0.05 -0.09
H -0.8503 -2.2007 0.3532 -0.01 0.00 0.01
H 1.0340 -0.7649 0.7342 -0.07 -0.08 -0.10
H 1.2038 -0.4090 -0.9893 -0.14 -0.17 0.10
H -1.2493 0.6723 -0.6947 -0.05 0.21 -0.03
```
Positions in Å, forces in eV/Å.

- LUMO energy (alpha / beta) (eV) = -1.01 / -1.01
- HOMO (alpha / beta) (eV) = -7.8 / -7.8

natural (NBO) population analysis, charges in e, atoms 1 to 2: C -0.596; C -0.699



No. 7
A molecular structure, C4H9InO4 at a distorted geometry. Source: OMol25; level of theory: the ωB97M-V functional and the def2-TZVPD basis.

The geometry in XYZ format:
```
18
Properties=species:S:1:pos:R:3:forces:R:3
C 3.0668 0.4346 -1.9906 0.38 -0.19 0.32
O 2.1953 1.4672 -1.6286 -2.21 -0.25 1.96
H 3.6581 0.7439 -2.8600 -0.21 -0.02 0.32
H 3.7096 0.1975 -1.1257 0.02 0.04 -0.27
H 2.5032 -0.4874 -2.2091 -0.10 0.14 -0.02
O -0.7826 1.6247 3.2264 -1.11 1.25 1.75
O -0.9908 0.2825 0.0630 -1.70 -0.42 -1.74
C 0.0577 0.1926 -0.7451 2.20 0.05 -1.37
C 1.2583 1.2758 -0.2889 1.53 -1.17 -4.38
O 1.0495 1.2211 1.9253 1.32 0.75 0.81
C 0.4974 2.0677 2.9215 2.15 1.38 1.20
In -0.6528 0.2747 1.9211 -1.75 -2.35 0.47
H -0.1499 0.4767 -1.7910 -0.30 -0.25 0.42
H 0.6033 -0.7697 -0.6942 -0.38 0.15 -0.27
H 0.7550 2.2519 -0.3305 0.95 -0.23 1.01
H 1.9277 0.6185 0.2917 -0.10 1.55 0.08
H 1.1519 2.0223 3.8203 -0.42 0.07 -0.41
H 0.4906 3.1150 2.5439 -0.25 -0.50 0.12
```
Positions in Å, forces in eV/Å.

- LUMO energy (alpha / beta) (eV) = -5.79 / -8.03
- HOMO (alpha / beta) (eV) = -13.6 / -13.6
- total charge = +1
- spin multiplicity = 2

Löwdin population analysis, charges in e, atoms 1 to 2: C -0.046; O -0.025



No. 8
2 unconnected molecules or ions with the total composition C4H9N at a distorted geometry. Source: OMol25; level of theory: the ωB97M-V functional and the def2-TZVPD basis.

The geometry in XYZ format:
```
14
Properties=species:S:1:pos:R:3:forces:R:3
C 2.7127 1.6089 0.0737 0.63 0.46 1.63
C 2.5020 0.6610 1.0404 -0.60 0.46 -2.61
H 3.7053 1.7908 -0.5069 -2.11 -1.08 0.77
H 2.0006 2.4486 0.0306 0.60 -0.14 0.07
H 2.9032 -0.3043 0.8515 1.48 -0.60 0.51
H 1.6467 0.5377 1.7104 -0.02 0.90 -0.38
C -1.4385 -1.0465 -1.4408 -0.04 -1.47 0.19
C -2.1566 -0.1762 0.5623 0.01 -0.69 0.82
N -1.5392 -1.1554 0.0232 -1.12 1.57 -0.09
H -2.4451 -1.2811 -1.8718 0.96 0.00 0.15
H -1.1479 -0.0586 -1.7490 0.21 0.49 -0.25
H -0.6766 -1.7992 -1.7476 -0.70 0.64 -0.21
H -2.3643 -0.2726 1.6533 0.24 0.35 -0.77
H -2.5644 0.7429 0.0532 0.47 -0.90 0.17
```
Positions in Å, forces in eV/Å.

- LUMO energy (eV) = 1.07
- HOMO (eV) = -9.8
- SMILES = C=NC.C=C

natural (NBO) population analysis, charges in e, atoms 1 to 2: C -0.387; C -0.396



Across the entries above, energy above the lowest of the compared OMol25 structures with the same formula, charge and spin takes the values 1.774 0.644 2.510 2.450 0.000 3.465 4.755 2.539 eV, respectively.
Across the entries above, E_tot takes the values -13876.1282 -15371.9171 -16856.4688 -15922.4938 -17966.1980 -14437.9384 -17643.3442 -5781.2733 eV, respectively.